The following is a quantum chemistry calculation of a cluster of 5 separate species, C6H22NO5 in total in a non-equilibrium geometry, from the OMol25 dataset.

Last column: Löwdin charge in e.
Atoms and positions in Å:
O  1.7110  0.3479  -0.3083  -0.3038
O  1.5639  0.4313  2.1689  -0.1281
O  2.1346  2.1673  -2.1260  -0.1248
O  -0.3078  1.8821  -0.7929  -0.2422
O  3.4677  -1.0422  0.7641  -0.0585
N  -1.9581  -0.1089  -0.8017  -0.0855
C  -1.1213  -1.1529  -1.2549  -0.3002
C  -0.0690  -3.0496  -0.2463  -0.1448
C  -1.7360  0.2457  0.6738  -0.1975
C  -1.3753  -2.4272  -0.5210  -0.2882
C  -0.7282  2.4383  0.4552  -0.2718
C  -2.0025  1.7070  0.9888  -0.1523
H  0.1246  2.2722  1.1381  0.0967
H  -2.4862  -0.3537  1.0924  0.0741
H  -1.9889  1.8112  2.0324  0.0775
H  0.0375  -0.9194  -1.0962  0.1181
H  -0.9436  3.4988  0.2003  0.1080
H  -2.8868  2.2524  0.4725  0.1352
H  1.6551  0.3501  1.1039  -0.0219
H  3.2056  -1.0385  1.6145  -0.0633
H  1.9008  1.1967  -2.0701  0.0400
H  1.9362  1.2450  2.2444  -0.0498
H  0.6998  -2.9022  -0.9602  0.0575
H  -2.0570  0.7221  -1.3192  0.0694
H  -0.7477  -0.0877  0.9499  0.1021
H  2.3406  1.0178  -0.3614  -0.0221
H  -1.2299  -1.2010  -2.3843  0.1354
H  2.6712  -0.6501  0.4029  -0.0691
H  1.5741  2.4985  -1.3874  0.0189
H  -0.1173  -4.1310  -0.2423  0.0594
H  0.3103  -2.5938  0.7142  0.1050
H  -2.1056  -3.1918  -0.9348  0.1179
H  0.3521  0.9524  -0.6919  0.1055
H  -1.8233  -2.1867  0.4828  0.1035

Output
frontier orbital gap: 8.306 eV
max |F|: 5.09 eV/Å
spin multiplicity: 1
net charge: -1
energy above the lowest of the compared OMol25 structures with the same formula, charge and spin: 70.3 kcal per mole
HOMO level: -4.658 eV
lowest unoccupied orbital energy: 3.648 eV

---

The following is a quantum chemistry calculation of a cluster of 4 separate species, C6H23N2O3 in total in a non-equilibrium geometry, from the OMol25 dataset.

Last column: Löwdin spin population.
Atoms and positions in Å:
O  -0.4829  2.9716  -1.8506  0.0015
O  -0.6712  -1.7667  -3.3929  0.0008
O  -0.0572  -3.2836  1.4480  0.0040
N  0.9851  0.3160  -2.5056  0.0088
N  0.5539  -0.6415  0.1084  0.6048
C  1.8396  -0.9233  -0.3862  0.0731
C  -0.6856  1.5385  3.0006  0.0097
C  2.1893  0.0289  -1.6309  0.0495
C  -2.1492  0.1178  1.6035  0.0055
C  0.3680  0.4949  1.0056  0.0942
C  -0.7389  0.2368  2.1323  0.0316
H  -2.1480  0.1089  0.5526  0.0023
H  1.2340  1.2091  -2.9482  0.0003
H  2.4126  1.0918  -1.1887  -0.0002
H  -0.5282  1.3979  3.9997  0.0005
H  -1.1955  -1.2025  -4.0554  0.0000
H  -0.8966  -2.7393  -3.5533  0.0000
H  0.0696  2.2744  2.7103  0.0005
H  -1.2900  3.4008  -1.9866  0.0000
H  -0.1423  3.3917  -1.0286  0.0003
H  -0.7308  -3.1231  2.1865  0.0000
H  2.9956  -0.3291  -2.2792  0.0017
H  0.0991  -1.5531  0.3825  0.0116
H  -0.5334  -0.5533  2.7983  0.0011
H  1.2542  0.8784  1.5513  0.0208
H  -0.4411  -4.1687  1.0715  0.0002
H  2.6150  -0.6140  0.3007  0.0308
H  -2.5118  -0.8063  2.0362  0.0000
H  0.2229  0.4208  -1.8322  0.0044
H  1.9993  -2.1156  -0.5284  0.0000
H  -0.0658  1.4431  0.5571  0.0392
H  -1.6488  2.0154  2.9456  0.0017
H  -2.6545  1.0465  1.8463  0.0014
H  0.7335  -0.5632  -3.0702  -0.0001

Output
frontier orbital gap (alpha / beta): 12.084 / 6.915 eV
max |F|: 3.79 eV/Å
spin multiplicity: 2
net charge: +2
energy above the lowest of the compared OMol25 structures with the same formula, charge and spin: 50.8 kcal per mole
HOMO level (alpha / beta): -18.189 / -18.199 eV
lowest unoccupied orbital energy (alpha / beta): -6.105 / -11.284 eV

---

The following is a quantum chemistry calculation of a cluster of 7 separate species, C6H23NO6 in total in a non-equilibrium geometry, from the OMol25 dataset.

Last column: Löwdin spin population.
Atoms and positions in Å:
O  -1.6112  -0.9535  -3.7463  0.0003
O  3.0323  3.1898  -1.2008  -0.0002
O  -3.3736  -0.3093  -1.0523  0.0000
O  2.4840  1.4880  1.0960  -0.0006
O  -0.9657  3.1578  1.3944  0.0000
O  -0.7725  1.4697  -1.2822  -0.0003
N  2.0309  -0.6990  -2.1283  0.3758
C  -1.3532  -1.1804  1.7535  0.0104
C  -0.0574  -1.6547  1.9207  0.0209
C  0.5826  -2.5831  0.8709  0.0457
C  1.6973  -0.7985  -0.7111  0.1621
C  1.0736  -1.9752  -0.4628  0.3245
C  -1.8296  -0.2849  2.9018  0.0020
H  -1.2165  -0.4547  3.8064  0.0001
H  3.0096  2.9488  -0.3078  0.0000
H  1.6366  1.9664  1.2037  0.0000
H  1.1403  -2.6519  -1.3181  0.0071
H  -0.2228  -3.3851  0.6796  0.0076
H  -2.6532  -0.9382  3.3437  0.0000
H  2.7859  1.0596  1.8187  0.0000
H  2.4008  2.5050  -1.6330  -0.0001
H  2.1255  -1.4520  -2.7541  0.0099
H  -1.9928  0.6707  2.5728  0.0008
H  -0.1722  0.7471  -1.1181  0.0007
H  1.4714  -3.0112  1.4081  0.0230
H  1.9486  -0.0401  0.0128  0.0017
H  -1.0844  1.5369  -2.1098  0.0001
H  -3.0422  -1.2082  -0.6674  -0.0001
H  -1.1062  -1.1911  -3.0735  0.0000
H  -1.5657  3.8099  1.7775  0.0000
H  -2.5187  0.0665  -1.2797  -0.0001
H  -2.1663  -1.4570  1.1061  -0.0002
H  0.5824  -1.2995  2.7453  0.0005
H  -1.9480  -0.1738  -3.6849  0.0000
H  -0.9902  3.0288  0.4048  0.0000
H  2.6411  0.0564  -2.2865  0.0086

Output
frontier orbital gap (alpha / beta): 8.977 / 5.320 eV
max |F|: 8.40 eV/Å
spin multiplicity: 2
net charge: +1
energy above the lowest of the compared OMol25 structures with the same formula, charge and spin: 108.0 kcal per mole
HOMO level (alpha / beta): -13.197 / -13.125 eV
lowest unoccupied orbital energy (alpha / beta): -4.220 / -7.805 eV

---

The following is a quantum chemistry calculation of a structure of composition C6H24Br2N12O6Y in a non-equilibrium geometry, from the OMol25 dataset.

Last column: Löwdin charge in e.
Atoms and positions in Å:
Y  6.4338  20.4230  -19.5606  1.1062
Br  7.2814  21.5763  -22.0163  -0.1572
Br  7.9056  17.9331  -19.3060  -0.1249
O  4.3310  21.4220  -20.1122  -0.1084
O  6.6400  20.4294  -17.1734  -0.1070
O  4.7388  19.0174  -18.5713  -0.1037
O  8.7492  21.1329  -19.0412  -0.1630
O  5.4044  18.9904  -21.1364  -0.2007
O  6.2465  22.6621  -18.6074  -0.0946
N  3.6635  17.0432  -18.1064  0.1879
N  10.9006  21.1240  -18.3848  0.2113
N  4.9500  24.0817  -17.4316  0.1777
N  2.2456  20.8478  -20.4626  0.1852
N  4.1026  19.5858  -22.8796  0.1966
N  6.0419  20.2541  -15.0215  0.2065
N  7.5799  19.0670  -15.8063  0.2171
N  3.2162  18.7645  -16.9109  0.1806
N  3.6912  17.7912  -21.9572  0.2037
N  6.4961  24.9409  -18.5889  0.1739
N  2.7462  22.9686  -20.6974  0.2112
N  9.5487  22.5925  -17.5583  0.1792
C  3.1707  21.7918  -20.3718  -0.6731
C  4.4939  18.7447  -21.9969  -0.7278
C  9.6927  21.5219  -18.3204  -0.7081
C  3.9250  18.3334  -17.9214  -0.6570
C  5.8236  23.8052  -18.3476  -0.6633
C  6.7402  19.9515  -16.0335  -0.7959
H  2.5677  19.8926  -20.3998  0.1063
H  3.2732  23.8230  -20.8085  0.1381
H  10.1834  22.5834  -16.7727  0.1124
H  8.6092  22.9565  -17.4886  0.0990
H  6.1689  25.8757  -18.3908  0.1183
H  6.2375  19.7931  -14.1444  0.1326
H  3.0641  17.7559  -22.7482  0.1324
H  11.0863  20.3721  -19.0331  0.1456
H  7.7500  18.6493  -16.7100  0.0365
H  7.5814  18.4630  -14.9968  0.1393
H  5.4485  21.0690  -15.0838  0.1271
H  3.7824  17.0709  -21.2551  0.1347
H  11.5939  21.6274  -17.8500  0.1303
H  1.3577  21.1050  -20.8694  0.1149
H  2.4984  18.1529  -16.5492  0.1148
H  4.5278  23.2909  -16.9663  0.1230
H  4.0612  16.4947  -18.8554  0.1214
H  1.7761  22.9990  -20.9768  0.1198
H  3.5021  19.2037  -23.5961  0.1253
H  4.6369  20.4341  -23.0024  0.0919
H  4.5623  25.0142  -17.4168  0.1232
H  2.8453  16.6838  -17.6358  0.1119
H  3.1086  19.7473  -16.7047  0.1244
H  7.3879  24.7557  -19.0253  0.1244

Output
frontier orbital gap: 7.421 eV
max |F|: 8.19 eV/Å
spin multiplicity: 1
net charge: +1
energy above the lowest of the compared OMol25 structures with the same formula, charge and spin: 99.0 kcal per mole
HOMO level: -9.854 eV
lowest unoccupied orbital energy: -2.433 eV

---

The following is a quantum chemistry calculation of a structure of composition C6H24F2N12O6Sr in a non-equilibrium geometry, from the OMol25 dataset.

Last column: Löwdin charge in e.
Atoms and positions in Å:
Sr  12.5250  23.9201  -9.4813  1.5418
F  14.0000  25.8647  -9.9607  -0.7250
F  13.7108  24.6540  -7.2989  -0.6862
O  11.5620  22.6129  -7.5725  -0.0849
O  10.7857  25.6424  -9.0354  -0.0713
O  14.4790  22.3907  -9.4581  -0.0632
O  10.7038  24.0959  -11.1930  -0.0463
O  13.3022  23.0239  -11.8148  0.0236
O  11.5016  21.5713  -9.9045  -0.0439
N  10.7675  20.6445  -11.8066  0.1701
N  12.7527  23.6488  -13.7473  0.2063
N  16.5200  21.7247  -9.7727  0.1607
N  16.1237  23.8428  -9.8066  0.1978
N  9.4760  23.1441  -12.5907  0.1969
N  9.1188  25.8465  -7.5505  0.1779
N  14.2114  22.1730  -13.6103  0.1952
N  9.2633  25.2616  -12.3771  0.2133
N  10.4426  27.5564  -7.9700  0.1735
N  9.6100  22.6835  -6.3792  0.1439
N  9.8194  20.0961  -9.9198  0.1758
N  11.1761  24.1057  -5.8889  0.1731
C  10.7216  20.8494  -10.5518  -0.7239
C  13.3853  22.9172  -12.9812  -0.8873
C  9.8706  24.1954  -12.0483  -0.8661
C  15.6296  22.6543  -9.6689  -0.8110
C  10.1612  26.2738  -8.2026  -0.7271
C  10.8423  23.0768  -6.6740  -0.7046
H  12.1131  24.2918  -13.3028  0.1250
H  10.1095  19.9991  -12.2196  0.1305
H  9.0564  23.2480  -13.5036  0.1263
H  9.0713  23.0751  -5.6199  0.1047
H  10.1195  28.0888  -7.1748  0.1017
H  9.1852  19.4299  -10.3370  0.1089
H  10.4960  24.2527  -5.1569  0.1020
H  16.1497  20.7857  -9.8066  0.1205
H  14.8240  21.6152  -13.0328  0.1320
H  12.1354  24.3910  -6.0247  0.0785
H  9.9181  20.2920  -8.9339  0.1123
H  11.3117  27.9180  -8.3360  0.1261
H  17.4656  22.0613  -9.6610  0.1080
H  8.6812  26.5402  -6.9612  0.1128
H  8.5214  25.2823  -13.0620  0.1227
H  9.6059  26.0858  -11.9043  0.1392
H  11.5895  20.9269  -12.3211  0.1315
H  9.9136  22.3418  -12.1608  0.0795
H  9.0809  24.8406  -7.4681  0.0928
H  15.5182  24.4868  -10.2951  0.0779
H  12.6520  23.5765  -14.7497  0.1281
H  17.1245  23.8487  -9.9430  0.1044
H  14.2301  22.2069  -14.6196  0.1178
H  9.2838  21.8332  -6.8159  0.1077

Output
frontier orbital gap: 6.559 eV
max |F|: 10.74 eV/Å
spin multiplicity: 1
energy above the lowest of the compared OMol25 structures with the same formula, charge and spin: 44.5 kcal per mole
HOMO level: -6.522 eV
lowest unoccupied orbital energy: 0.037 eV

---

The following is a quantum chemistry calculation of a structure of composition C6H24FN12O6Y in a non-equilibrium geometry, from the OMol25 dataset.

Last column: Löwdin spin population.
Atoms and positions in Å:
Y  1.3096  0.8557  2.2846  0.7659
F  0.4264  0.3047  0.1186  0.0470
O  3.4887  0.0919  1.3142  0.0612
O  -1.9184  0.2239  1.9419  0.0256
O  -2.5897  -3.0543  -1.7089  0.0001
O  2.5011  0.5097  -3.3726  0.0006
O  -3.6261  2.9207  0.4415  0.0005
O  0.9367  -1.4998  2.1658  0.0642
N  1.8110  1.9569  -1.8055  0.0032
N  -3.4674  -0.7683  3.1719  0.0003
N  0.6825  -3.6402  2.9326  0.0003
N  1.1073  -3.3458  0.8509  0.0011
N  -2.5101  -1.0059  -1.0795  0.0003
N  -3.7878  1.2524  2.5029  0.0002
N  3.3738  2.5920  -3.0649  0.0001
N  -0.7205  -1.9938  -1.5169  0.0006
N  3.3242  -0.8822  -0.6714  0.0006
N  5.2963  -0.5776  0.2305  0.0009
N  -1.7831  2.6479  -0.7484  0.0012
N  -3.4147  3.6656  -1.6056  0.0001
C  0.9229  -2.7365  1.9343  0.0041
C  2.6173  1.5655  -2.7958  0.0005
C  4.0117  -0.4700  0.3255  0.0046
C  -2.9808  3.0382  -0.5507  0.0002
C  -1.9686  -2.0324  -1.4692  0.0004
C  -2.9742  0.1961  2.4744  0.0023
H  1.2701  1.1980  -1.4160  0.0008
H  -3.4757  -0.7978  -1.2903  0.0001
H  2.0702  2.6960  -1.1679  0.0071
H  -3.4794  1.9908  1.8867  0.0000
H  -4.4257  -0.6908  3.4811  0.0000
H  -0.1592  -1.2087  -1.2190  0.0007
H  2.3247  -0.7927  -0.5574  0.0006
H  -1.3524  2.0043  -0.1000  0.0020
H  3.5108  3.2727  -2.3314  0.0000
H  -4.5571  1.3007  3.1555  0.0000
H  1.2350  -2.6484  0.1316  0.0002
H  -0.1766  -2.8228  -1.7091  0.0001
H  0.0967  -4.4624  2.9017  0.0000
H  -1.2950  2.6482  -1.6326  0.0001
H  -4.3074  4.0557  -1.8720  0.0000
H  -1.8570  -0.2456  -0.9555  0.0004
H  0.6697  -3.0255  3.7340  0.0004
H  3.8218  -1.2252  -1.4807  0.0001
H  3.8709  2.6642  -3.9411  0.0000
H  -3.0247  -1.6734  3.2418  0.0001
H  0.5673  -4.1951  0.7652  0.0002
H  5.8230  -0.2481  1.0269  0.0003
H  -2.8274  3.5527  -2.4196  0.0000
H  5.6096  -1.1610  -0.5321  0.0001

Output
frontier orbital gap (alpha / beta): 6.093 / 7.413 eV
max |F|: 10.00 eV/Å
spin multiplicity: 2
net charge: +1
HOMO level (alpha / beta): -9.453 / -11.105 eV
lowest unoccupied orbital energy (alpha / beta): -3.361 / -3.693 eV

---

| no. | E (eV) |
| --- | --- |
| 1 | -18305.381 |
| 2 | -15698.644 |
| 3 | -20357.970 |
| 4 | -177911.399 |
| 5 | -43054.086 |
| 6 | -40536.003 |